57
Properties=species:S:1:pos:R:3:mulliken_charge:R:1 method="wB97M-V/def2-TZVPD" charge=0 spin_multiplicity=6 homo_ev="-7.8 / -7.8" e_lumo_ev="-0.84 / -0.58" total_energy_ev=-83699.6555 s_squared=8.7628 molar_mass_g_mol=680.3
C -0.7551 3.7910 1.1575 -0.822
C -1.0457 2.4480 0.7607 -0.209
C -1.7352 1.8048 1.8453 -0.125
H -0.8946 2.0093 -0.2212 0.510
C -1.8808 2.7632 2.9024 -0.781
C -1.2773 3.9922 2.4767 -0.430
H -1.2902 4.9286 3.0372 0.457
H -0.2651 4.5399 0.5455 0.514
H -2.1246 0.7921 1.8205 0.416
H -2.4050 2.6163 3.8514 0.393
Sm 0.5608 2.2559 2.6556 1.217
Cl 0.4465 0.0783 3.9562 -0.535
P -0.7089 -1.2506 -0.6778 0.707
C -2.0353 -2.1190 0.1733 -0.062
C -3.1394 -2.6926 -0.4804 0.075
H -3.1913 -2.6964 -1.5695 0.474
C -4.1744 -3.2461 0.2757 -0.621
H -5.0354 -3.6816 -0.2341 0.389
C -4.1134 -3.2479 1.6702 -0.466
H -4.9217 -3.6899 2.2555 0.371
C -3.0058 -2.6894 2.3202 -0.661
H -2.9485 -2.6846 3.4064 0.428
C -1.9614 -2.1364 1.5853 -0.381
H -1.0908 -1.6970 2.0848 0.313
C -1.3184 -0.8237 -2.3158 0.416
C -2.5409 -0.1205 -2.4060 -0.505
H -3.1733 -0.0181 -1.5202 0.428
C -2.9204 0.4551 -3.6168 -0.639
H -3.8628 0.9975 -3.6741 0.373
C -2.1054 0.3338 -4.7478 -0.493
H -2.4139 0.7847 -5.6930 0.363
C -0.9051 -0.3811 -4.6607 -0.531
H -0.2788 -0.4871 -5.5464 0.379
C -0.5043 -0.9611 -3.4582 -0.519
H 0.4349 -1.5107 -3.3910 0.363
C 0.6739 -2.3986 -0.8216 0.079
C 0.4958 -3.7902 -0.8287 -0.314
H -0.5097 -4.2123 -0.8236 0.387
C 1.6158 -4.6223 -0.8291 -0.562
H 1.4845 -5.7039 -0.8324 0.383
C 2.9076 -4.0788 -0.8280 -0.499
H 3.7785 -4.7366 -0.8513 0.368
C 3.0788 -2.6900 -0.7991 -0.506
H 4.0781 -2.2564 -0.7749 0.400
C 1.9741 -1.8441 -0.8049 -0.294
H 2.0917 -0.7561 -0.7797 0.345
F 2.1081 5.4247 1.3512 -0.311
C 3.0497 4.4285 1.3207 0.322
C 2.6708 3.1154 1.5021 -0.563
C 3.6515 2.1394 1.4875 0.435
F 3.2780 0.8208 1.7078 -0.319
C 5.0122 2.4534 1.3313 0.124
F 5.9470 1.4800 1.3489 -0.298
C 5.3816 3.7908 1.1796 0.494
F 6.6809 4.1274 1.0398 -0.287
C 4.3928 4.7793 1.1531 0.113
F 4.7397 6.0726 0.9837 -0.302